(1)
One molecule with the formula C12H17NS in a non-equilibrium geometry. Source: the Open Molecules 2025 dataset; level of theory: the ωB97M-V functional and the def2-TZVPD basis.

Element x y z (Å)
S 0.6070 2.2292 0.8476
N 1.5404 -1.1299 -1.5590
C -2.1465 1.6606 0.6088
C 1.4864 1.4559 2.0827
C 2.3683 -0.9415 -0.3966
C 0.7127 0.7195 2.9158
C -2.3765 0.3543 -0.2511
C -0.4163 0.4907 -1.8461
C 1.0036 0.0968 -2.2363
C -0.8928 1.5240 1.3795
C -1.1162 -0.1757 -0.9306
C 0.5017 -2.1048 -1.3257
C -0.6901 0.7808 2.5175
C -0.6545 -1.5587 -0.5133
H -1.5484 0.2588 3.0138
H 1.1728 0.0341 -3.2952
H -2.1835 2.5055 -0.1216
H -0.8145 1.3653 -2.3588
H 3.1277 -0.1944 -0.5959
H 1.0023 -2.9526 -0.7343
H 1.7008 0.8806 -1.9516
H 1.7667 -0.5914 0.5106
H 0.1153 -2.3903 -2.2880
H -0.3371 -1.5412 0.6116
H -3.1134 0.4994 -1.0216
H -2.6691 -0.4762 0.4658
H 1.1187 0.0103 3.6901
H -1.5174 -2.2996 -0.3598
H 2.4939 1.6458 2.1423
H -3.0099 1.7454 1.2799
H 2.7677 -1.9007 -0.2807

Results
- Total charge: 0
- Orbital gap: 8.68 eV
- SMILES string: CN1CC=C(CCc2cccs2)CC1
- Relative energy (zero: lowest compared OMol25 entry of this formula, charge and spin): 2.479 eV


(2)
C12H18AgF2N2O12 as an isolated structure in a non-equilibrium geometry. Source: the Open Molecules 2025 dataset; level of theory: the ωB97M-V functional and the def2-TZVPD basis.

Element x y z (Å)
Ag 0.0106 1.8449 0.1821
F -1.0917 3.7637 -0.6795
F 0.5809 2.9708 2.0025
O -2.0481 1.5442 1.3877
O 2.4674 1.1930 0.8938
O -4.0034 0.6276 1.6840
O -1.2263 0.9861 -1.4888
O -3.8582 2.6340 0.8930
O 3.8857 -0.5240 1.0768
O 1.4482 2.6991 -1.3959
O -2.9479 0.2435 -2.6516
O 0.1997 -0.5998 0.4195
O 1.4588 4.2434 -2.9462
O 2.3828 2.3414 -3.3307
O -1.8490 -1.4624 0.1448
N 1.7429 3.1047 -2.5385
N -3.3169 1.6234 1.3683
C -1.7062 -0.6804 -4.4799
C -0.6932 -1.2445 0.8674
C -1.8074 -2.9574 1.9201
C -0.9075 0.4356 -3.8027
C -2.7477 -2.2996 0.9260
C 3.2703 0.5839 1.5242
C 4.7566 -1.0896 2.0961
C -0.7470 -1.9232 2.2412
C -1.7038 0.6602 -2.5373
C 3.7709 0.9533 2.9031
C -3.1607 -0.4459 -3.8559
C 4.3443 -0.3626 3.3942
H -1.8162 -0.6519 -5.5609
H 4.4372 1.8003 2.7622
H -1.4622 -3.8994 1.4919
H -1.4659 -1.6498 -4.0458
H 5.7827 -0.9506 1.7547
H 0.1010 0.1301 -3.5317
H 0.2324 -2.3359 2.4716
H 3.5883 -0.9432 3.9179
H 5.2149 -0.1561 4.0188
H -3.3288 -3.0315 0.3589
H -2.3925 -3.2168 2.8086
H -3.5712 -1.7263 1.3574
H -0.8004 1.3147 -4.4376
H -3.8321 0.1261 -4.4987
H 4.6022 -2.1646 2.1880
H -3.5622 -1.4438 -3.6790
H 2.8175 1.1520 3.3936
H -1.0485 -1.2167 3.0120

Results
- Total charge: -2
- Orbital gap (spin up / spin down): 6.10 / 5.91 eV
- ⟨S²⟩: 0.760
- 2S+1: 2


(3)
C12H18AlGdI2O4S2 as an isolated structure in a non-equilibrium geometry. Source: the Open Molecules 2025 dataset; level of theory: the ωB97M-V functional and the def2-TZVPD basis.

Element x y z (Å)
Gd 0.0638 -0.6512 2.1451
I -0.7672 -4.2915 -1.1807
I -0.4882 -2.5724 -3.1569
S -1.7936 -0.6155 0.3478
S 1.5284 -1.0345 0.0736
Al -0.1136 0.1565 -0.9537
O 2.2740 2.8559 -0.7941
O -0.6312 2.7337 0.6129
O 1.9770 2.3591 2.3583
O -1.6069 2.3252 3.4176
C -4.4273 -0.8436 0.9965
C 4.1218 0.1645 0.4344
C 3.9706 -2.2650 -0.2697
C -3.9465 -0.1082 -1.3758
C 0.0480 1.9870 -0.1175
C 3.4476 -0.8510 -0.4634
C 1.2852 2.2060 -0.6767
C -3.5898 0.0600 0.0943
C 1.3975 1.3568 2.3700
C -3.6835 1.5162 0.5016
C 3.4764 -0.4142 -1.9161
C -1.0862 1.4103 2.9322
H 4.5174 -0.4074 -2.2669
H 3.8656 -2.5696 0.7811
H -4.1068 -0.7467 2.0425
H -5.0041 0.1468 -1.5325
H 3.7022 1.1722 0.3041
H 2.9106 -1.0931 -2.5678
H -5.4887 -0.5627 0.9301
H 4.0385 -0.1309 1.4856
H -3.8019 -1.1406 -1.7104
H 5.1906 0.1973 0.1704
H -3.3544 0.5459 -2.0262
H 5.0368 -2.3129 -0.5305
H -3.2525 1.6945 1.4899
H 3.0981 0.6061 -2.0572
H -3.1728 2.1799 -0.2031
H 3.4275 -2.9800 -0.9056
H -4.3192 -1.8924 0.6850
H -4.7434 1.8094 0.5316

Results
- Total charge: +4
- Orbital gap (spin up / spin down): 6.03 / 4.47 eV
- ⟨S²⟩: 16.106
- 2S+1: 8


(4)
An isolated ion of composition C12H18BrClNO2S and charge +1 in a non-equilibrium geometry. Source: the Open Molecules 2025 dataset; level of theory: the ωB97M-V functional and the def2-TZVPD basis.

Element x y z (Å)
Br 4.5639 -2.0070 1.8535
Cl -6.5696 0.2994 0.0265
S -5.3384 1.9699 0.4203
O -5.1660 2.0765 1.9787
O -6.0578 3.2135 -0.1645
N 2.5228 -1.3906 -1.1851
C -0.4164 -1.5857 0.0533
C 4.7822 0.4535 0.2644
C -3.6678 1.8046 -0.4763
C 2.3682 -0.8997 0.2398
C 3.6363 -0.3413 1.1274
C -2.7090 0.7712 0.3664
C -2.9141 -0.7222 -0.3209
C -1.9678 -1.7532 0.5953
C -0.1215 -2.0975 -1.4898
C 4.6189 2.0841 0.2256
C 1.4098 -1.9557 -2.0588
C 0.8422 -0.9849 0.9194
H -4.0319 -1.0655 -0.3659
H -2.3702 -2.8640 0.4280
H 3.3347 0.2948 2.0630
H -3.0140 0.6539 1.4986
H 3.5148 2.4135 0.0169
H 1.7080 -2.3284 -3.1533
H -1.5773 1.1037 0.2354
H -3.8970 1.3345 -1.5297
H 5.8192 0.2349 0.8147
H -2.5312 -0.6324 -1.4335
H -3.1704 2.8717 -0.5709
H -0.9269 -2.5742 -2.2026
H 0.6122 -0.6546 2.0312
H 3.4804 -1.3549 -1.6151
H 5.0900 2.5392 1.2024
H -2.0587 -1.4656 1.7314
H 5.2802 2.4728 -0.6878
H 4.9220 0.0854 -0.8377

Results
- Total charge: +1
- Orbital gap: 7.79 eV
- SMILES string: CC[C@H](Br)c1cc(CCCCS(=O)(=O)Cl)cc[nH+]1